(1)
61
Properties=species:S:1:pos:R:3:lowdin_charge:R:1 method="wB97M-V/def2-TZVPD" orbital_gap_ev="5.973 / 6.081" total_charge=-2 mol_weight_g_mol=607.5 spin_multiplicity=5 homo_energy_ev="-1.75 / -1.86"
Fe -0.82448 0.06845 0.18867 0.344
C 4.14032 0.03103 -2.48467 -0.069
C 3.57355 1.15330 -3.31699 -0.284
C 4.28040 1.61045 -4.42547 -0.067
C 3.79704 2.64278 -5.21955 -0.108
C 2.58410 3.23324 -4.90517 -0.099
C 1.86998 2.78957 -3.79716 -0.079
C 2.34601 1.75924 -2.99314 -0.310
P 1.43202 1.09715 -1.53634 1.146
C -0.25363 1.82899 -1.74533 -0.362
C -1.13120 0.89996 -2.32123 -0.148
C -2.45396 1.22794 -2.61164 -0.065
C -2.89413 2.50722 -2.35183 -0.077
C -2.02087 3.44445 -1.80818 -0.075
C -0.70780 3.13924 -1.48773 -0.313
C 0.12708 4.19082 -0.81590 -0.042
C 2.23123 1.96188 -0.14017 -0.340
C 3.17614 2.97319 -0.27131 -0.129
C 3.64134 3.68086 0.82915 -0.123
C 3.11455 3.36921 2.07945 -0.116
C 2.21935 2.32297 2.22787 -0.065
C 1.79795 1.53640 1.14140 -0.322
C 0.93405 0.36336 1.36286 -0.223
H 5.08830 -0.31263 -2.90057 0.069
H 3.45152 -0.81589 -2.44073 0.073
H 4.31552 0.34928 -1.45350 0.073
H 5.22459 1.13724 -4.67335 0.099
H 4.36321 2.97516 -6.08174 0.090
H 2.18756 4.03423 -5.51742 0.093
H 0.91325 3.24427 -3.56505 0.098
H -0.77825 -0.10319 -2.53791 0.072
H -3.11532 0.47197 -3.01377 0.113
H -3.92505 2.78059 -2.54160 0.104
H -2.38816 4.43903 -1.58055 0.108
H -0.38860 5.15163 -0.85094 0.075
H 1.10595 4.30255 -1.27802 0.064
H 0.29317 3.93277 0.23312 0.083
H 3.51880 3.24992 -1.26383 0.099
H 4.36861 4.47424 0.70972 0.083
H 3.42100 3.93336 2.95414 0.088
H 1.84502 2.06776 3.21327 0.102
H 0.72523 0.17826 2.41338 0.041
H 1.35242 -0.52609 0.87914 0.011
S -2.16245 1.92091 1.28843 0.591
C -3.74718 1.23786 1.12681 -0.788
C -4.87010 2.15658 1.24781 -0.308
N -5.73789 2.91069 1.32956 0.109
C -3.98804 -0.07448 0.88098 -0.780
S -2.73273 -1.27207 0.66829 0.575
C -5.35916 -0.53733 0.78344 -0.311
N -6.44159 -0.92643 0.70843 0.110
N 1.27267 -3.23528 -0.12853 0.165
C 0.54519 -2.68072 -1.15671 -0.519
O -0.08644 -1.63167 -0.96147 -0.150
C 0.55678 -3.35596 -2.41795 -0.216
C -0.14922 -2.80102 -3.51943 -0.251
N -0.71854 -2.35161 -4.41958 0.105
C 1.34843 -4.51968 -2.59159 -0.282
N 2.03558 -5.44698 -2.69630 0.080
H 1.97344 -3.92338 -0.34645 0.076
H 1.45989 -2.61368 0.63997 0.082



(2)
16
Properties=species:S:1:pos:R:3:lowdin_charge:R:1 method="wB97M-V/def2-TZVPD" orbital_gap_ev=8.877 mol_weight_g_mol=122.3 smiles="C=CC.CSS" homo_energy_ev=-8.48
C -0.89472 0.63183 1.64614 -0.023
C -1.82631 0.36228 0.67707 -0.226
C -2.02154 1.06537 -0.64819 -0.117
H -1.11284 0.09786 2.51416 0.021
H -0.06459 1.24554 1.67565 0.032
H -2.50152 -0.53238 0.98614 0.119
H -1.86281 2.22876 -0.64688 0.119
H -2.91413 0.86260 -1.16028 0.038
H -1.16778 0.64248 -1.17128 0.022
C 1.35183 -1.55334 -0.16987 -0.530
S 1.64772 -0.22587 -1.36208 0.373
S 3.57157 0.20294 -0.55979 0.295
H 0.41204 -1.86405 -0.64690 0.015
H 2.15111 -2.33156 -0.17764 0.043
H 1.10919 -1.25683 0.83735 0.011
H 4.12278 0.42437 -1.79362 -0.192



(3)
21
Properties=species:S:1:pos:R:3:lowdin_charge:R:1 method="wB97M-V/def2-TZVPD" orbital_gap_ev="8.840 / 6.285" mol_weight_g_mol=192.2 spin_multiplicity=3 homo_energy_ev="-8.41 / -9.26"
C -2.54273 -1.72210 1.56800 -0.057
C -2.98741 -0.43615 1.48383 -0.109
C -1.22113 -2.14249 1.10482 0.052
C -2.22132 0.56699 0.91647 0.053
C -0.44900 -1.12789 0.58422 -0.254
C -0.94258 0.16530 0.53294 -0.233
C 1.09223 0.12745 -0.12348 -0.419
C 2.33568 0.58840 -0.85800 -0.189
C 2.18799 1.73258 -1.78593 -0.434
N 0.88990 -1.06891 0.25498 0.201
N 0.07248 0.90647 0.03128 0.214
O 1.70699 4.13813 -2.50383 -0.593
S 1.75681 3.44967 -1.19594 0.869
H -3.39374 -2.41678 1.97530 0.141
H -4.02117 -0.27846 1.76272 0.106
H -0.79610 -3.15099 1.10970 0.117
H -2.49092 1.53707 0.88991 0.086
H 3.02382 0.79493 -0.05590 0.110
H 2.72673 -0.27448 -1.46268 0.137
H 3.20968 1.98895 -2.17099 0.082
H 1.58390 1.49043 -2.73454 0.120